# 1
The following is a quantum chemistry calculation of C11H44O11 as an isolated structure in a non-equilibrium geometry, from the OMol25 dataset.

Each line ends with the natural charge from an NBO analysis.
Positions of all 66 atoms, in Å:
C  -1.2606  -1.8226  -2.1338  -0.310
O  0.1016  -1.6309  -2.4074  -0.719
H  -1.7963  -2.3516  -2.9220  0.201
H  -1.3105  -2.5384  -1.3133  0.208
H  -1.8019  -0.9249  -1.8351  0.189
H  0.3257  -1.8370  -3.3178  0.531
C  1.8078  2.9201  -0.8407  -0.266
O  1.9716  2.7654  -2.2483  -0.756
H  1.8255  3.9914  -0.6406  0.145
H  0.8792  2.4650  -0.4961  0.215
H  2.6746  2.5482  -0.2945  0.174
H  2.7062  3.2324  -2.6531  0.476
C  2.0843  -0.2552  3.0263  -0.262
O  1.3698  0.6785  2.2881  -0.739
H  3.1318  0.0452  3.0036  0.172
H  1.7358  -0.3928  4.0499  0.180
H  1.9944  -1.2594  2.6121  0.186
H  1.2063  1.4119  2.8856  0.481
C  1.4250  0.2517  -2.8208  -0.266
O  1.8427  -0.5794  -3.8788  -0.742
H  1.2676  -0.4464  -1.9986  0.174
H  2.2112  0.9095  -2.4503  0.212
H  0.5406  0.8196  -3.1096  0.161
H  2.3300  -1.2434  -3.3855  0.461
C  2.9384  0.5350  0.0791  -0.278
O  4.0174  0.4702  -0.8151  -0.746
H  2.8847  -0.3644  0.6926  0.143
H  3.1469  1.3406  0.7831  0.147
H  1.9573  0.6668  -0.3772  0.251
H  4.7586  0.0378  -0.3848  0.464
C  0.4378  -3.1295  0.0676  -0.292
O  0.4234  -3.5154  -1.2983  -0.771
H  -0.0145  -3.9892  0.5619  0.173
H  1.4894  -2.9740  0.3088  0.172
H  -0.0962  -2.2075  0.2973  0.161
H  0.2388  -2.7157  -1.7962  0.448
C  -0.3548  -0.1421  -0.1262  -0.294
O  0.3869  1.0471  0.2106  -0.762
H  -0.0312  -0.9205  0.5649  0.160
H  -1.4175  0.0180  0.0558  0.180
H  -0.1954  -0.5224  -1.1351  0.224
H  0.1999  1.2206  1.1361  0.498
C  -0.6494  -1.4072  2.8317  -0.253
O  -0.4544  -2.5937  3.6447  -0.746
H  -1.6906  -1.2631  2.5433  0.195
H  -0.3509  -0.5522  3.4384  0.165
H  -0.1307  -1.6423  1.9023  0.164
H  -0.2005  -3.3062  3.0536  0.462
C  -0.9112  3.2333  0.5836  -0.255
O  -0.2971  3.7511  1.7842  -0.756
H  -0.2404  3.0106  -0.2461  0.218
H  -1.6129  2.4044  0.6755  0.149
H  -1.4782  4.0884  0.2155  0.157
H  -0.9085  4.1483  2.4087  0.477
C  -3.2170  -1.9439  0.4048  -0.271
O  -2.2401  -1.1333  1.0054  -0.719
H  -2.7434  -2.5533  -0.3649  0.180
H  -3.6023  -2.6580  1.1326  0.184
H  -3.9402  -1.3335  -0.1361  0.192
H  -2.7770  -0.4047  1.3255  0.472
C  -3.1830  1.3180  -0.9250  -0.258
O  -4.5378  1.3753  -0.4832  -0.728
H  -2.7675  2.3166  -0.7897  0.174
H  -2.5972  0.6051  -0.3448  0.154
H  -2.9359  1.0902  -1.9619  0.193
H  -4.5660  1.8375  0.3577  0.468

For the orbital gap, the calculation gives 8.70 eV. The total charge is 0. Its relative energy (zero: lowest compared OMol25 entry of this formula, charge and spin) is 289.8 kcal/mol. The spin multiplicity is 1. Its lowest unoccupied orbital energy is -0.04 eV.

# 2
The following is a quantum chemistry calculation of a 11-piece molecular cluster, C11H44O11 overall in a non-equilibrium geometry, from the OMol25 dataset.

Each line ends with the natural charge from an NBO analysis.
Positions of all 66 atoms, in Å:
C  1.8322  0.4021  -2.6492  -0.255
O  1.0289  -0.4691  -1.8061  -0.805
H  1.2090  0.7340  -3.5228  0.183
H  2.0601  1.2907  -2.1086  0.214
H  2.7193  -0.2102  -3.0509  0.172
H  1.6295  -0.7918  -1.0694  0.500
C  -2.0463  -4.7707  0.4046  -0.256
O  -1.1316  -3.8464  1.0027  -0.732
H  -2.5639  -4.2799  -0.4325  0.172
H  -1.4793  -5.6727  0.1348  0.180
H  -2.7556  -5.1638  1.1806  0.160
H  -1.6429  -3.0842  0.9853  0.473
C  -0.2914  -3.3283  -3.7893  -0.245
O  0.8196  -3.2820  -2.9010  -0.749
H  -0.4236  -2.3928  -4.3558  0.162
H  0.0131  -4.1918  -4.4321  0.184
H  -1.2034  -3.5061  -3.2555  0.161
H  0.8690  -2.4488  -2.4608  0.480
C  4.7772  1.1865  -0.4592  -0.247
O  3.3530  1.3857  -0.2485  -0.772
H  5.2743  1.0680  0.4843  0.181
H  4.9596  0.2681  -1.0557  0.164
H  5.1164  2.0667  -1.0126  0.187
H  3.0606  0.6019  0.2791  0.494
C  -5.3606  1.7984  1.9230  -0.248
O  -4.3834  2.5990  1.3042  -0.722
H  -5.1993  1.7478  2.9875  0.162
H  -6.3838  2.1328  1.6852  0.158
H  -5.3726  0.7877  1.5647  0.184
H  -4.6488  3.5111  1.3317  0.466
C  -0.3230  3.1947  -2.0510  -0.252
O  0.6560  3.6998  -2.9849  -0.735
H  0.1079  3.2504  -1.0971  0.184
H  -1.1909  3.8750  -2.0641  0.159
H  -0.7495  2.2075  -2.2341  0.179
H  0.2508  3.7476  -3.8844  0.464
C  2.0463  -2.2007  1.0285  -0.262
O  3.0051  -1.5189  0.2329  -0.761
H  1.7676  -3.1932  0.5499  0.194
H  2.3677  -2.4111  2.0202  0.178
H  1.1971  -1.5173  1.0825  0.179
H  3.4562  -2.2341  -0.2580  0.488
C  -0.6678  0.4256  0.9289  -0.268
O  -1.2243  0.3360  -0.3999  -0.772
H  0.4437  0.5127  0.8086  0.171
H  -0.9440  1.3244  1.4493  0.199
H  -0.9233  -0.4182  1.5485  0.163
H  -0.5904  -0.1625  -0.9548  0.509
C  1.2501  4.2669  1.7624  -0.243
O  1.6340  2.9509  1.4763  -0.766
H  2.0861  4.9356  1.9269  0.166
H  0.5998  4.6965  0.9844  0.162
H  0.6435  4.2553  2.6959  0.176
H  2.3095  2.8654  0.7975  0.504
C  -4.0951  -1.4147  -0.7582  -0.247
O  -3.2582  -1.3547  0.4027  -0.777
H  -4.9907  -0.7974  -0.6116  0.163
H  -3.5786  -1.1161  -1.6812  0.172
H  -4.4047  -2.4605  -0.8164  0.172
H  -2.6236  -0.6264  0.2774  0.498
C  1.8276  -0.1324  4.0470  -0.250
O  2.8884  0.5837  3.4174  -0.741
H  0.9386  -0.2022  3.4086  0.161
H  2.1603  -1.1531  4.1338  0.173
H  1.5780  0.2014  5.0707  0.166
H  2.5143  1.4422  3.0876  0.488

For the orbital gap, the calculation gives 10.55 eV. The total charge is 0. Its relative energy (zero: lowest compared OMol25 entry of this formula, charge and spin) is 51.8 kcal/mol. The spin multiplicity is 1. Its lowest unoccupied orbital energy is 0.59 eV.

# 3
The following is a quantum chemistry calculation of C11H4AsF11NOPdS4SbSe as an isolated structure, from the OMol25 dataset.

Each line ends with the natural charge from an NBO analysis.
Positions of all 36 atoms, in Å:
Pd  -0.0950  1.8927  -0.7586  0.945
S  -0.7184  6.9505  -2.7339  -0.380
Sb  0.3481  5.1554  -1.6599  0.936
S  -0.8593  3.3536  -2.5588  -0.673
S  -1.5952  3.4041  0.7585  -0.098
S  -1.0908  5.2705  0.4432  -0.155
F  -2.5362  -3.2290  3.2857  -0.297
C  -2.3260  -2.3139  2.3291  0.235
C  -1.3454  -1.3514  2.4753  0.275
F  -0.5926  -1.3356  3.5796  -0.293
C  -1.1404  -0.4064  1.4881  0.283
F  -0.1611  0.4964  1.6702  -0.309
C  -1.8979  -0.3622  0.3126  0.212
O  -1.7113  0.4921  -0.6592  -0.748
C  -2.8798  -1.3574  0.2021  0.263
F  -3.6184  -1.4186  -0.9176  -0.305
C  -3.0928  -2.3080  1.1792  0.268
F  -4.0385  -3.2433  1.0105  -0.300
F  2.1293  1.0601  0.3926  -0.644
As  3.1253  2.4733  0.0857  2.840
F  3.7671  2.4020  1.6727  -0.612
F  1.7753  3.4454  0.6462  -0.647
F  3.9998  3.9069  -0.2790  -0.618
F  2.3698  2.5346  -1.4974  -0.644
F  4.3722  1.4645  -0.5297  -0.618
Se  0.0870  -0.0372  -2.5912  0.327
C  0.5064  -1.5643  -1.5398  -0.214
C  1.7461  -1.7223  -0.9356  -0.265
C  1.9504  -2.8510  -0.1558  0.036
N  1.0289  -3.7921  0.0578  -0.418
C  -0.1514  -3.6247  -0.5375  0.028
C  -0.4591  -2.5454  -1.3518  -0.281
H  2.5284  -0.9873  -1.0476  0.249
H  2.9063  -2.9957  0.3349  0.195
H  -0.8954  -4.3937  -0.3581  0.192
H  -1.4355  -2.4627  -1.8124  0.234

For the orbital gap (spin up / spin down), the calculation gives 7.97 / 5.50 eV. The total charge is -1. Its relative energy (zero: lowest compared OMol25 entry of this formula, charge and spin) is 7.2 kcal/mol. The spin multiplicity is 6. Its lowest unoccupied orbital energy (spin up / spin down) is 2.36 / -0.50 eV.

# 4
The following is a quantum chemistry calculation of C11H4GdN2O5 as an isolated structure in a non-equilibrium geometry, from the OMol25 dataset.

Each line ends with the Löwdin charge.
Positions of all 23 atoms, in Å:
O  -0.1809  0.0155  -7.2539  0.074
C  -0.1705  0.0101  -6.1115  -0.001
Gd  0.0090  -0.0131  -1.1139  1.456
O  1.7813  -2.5293  -2.9240  0.254
C  1.2858  -1.6881  -2.3082  -0.004
C  -1.3438  1.4151  -2.4391  -0.057
O  -1.9735  2.2343  -2.9508  0.276
C  -1.6430  -1.0557  -2.4599  -0.050
O  -2.4568  -1.7131  -2.9498  0.274
C  1.5833  1.2955  -2.4149  -0.009
O  2.3494  2.0272  -2.8679  0.257
N  3.3021  -0.2835  4.3592  0.281
C  2.2654  -0.1914  3.8203  -0.098
C  0.9670  -0.0772  3.1910  -0.142
C  -0.1570  0.0232  4.0221  0.089
C  -1.4128  0.1291  3.4487  0.055
C  -1.5001  0.1334  2.0497  -0.036
N  -0.3991  0.0388  1.2549  -0.141
C  0.8373  -0.0678  1.8075  -0.080
H  -0.0746  0.0210  5.1150  0.172
H  -2.3066  0.2065  4.0617  0.154
H  -2.4704  0.2137  1.5355  0.146
H  1.7085  -0.1445  1.1284  0.130

For the orbital gap (spin up / spin down), the calculation gives 6.14 / 3.44 eV. The total charge is +3. Its relative energy (zero: lowest compared OMol25 entry of this formula, charge and spin) is 37.0 kcal/mol. The spin multiplicity is 8. Its lowest unoccupied orbital energy (spin up / spin down) is -14.29 / -16.44 eV.